(1)
C55H44LiN3O3P2 as an isolated structure, computed with the ωB97M-V functional and the def2-TZVPD basis.

Each line ends with the Mulliken charge.
Cartesian coordinates (Å):
Li -0.1035 0.3681 0.6321  1.27
C 3.6564 4.5860 -4.0105  -1.76
C 3.9262 3.3399 -3.1489  1.60
C 5.3833 2.8809 -3.3406  -1.73
C 3.7116 3.6822 -1.6799  0.72
C 4.4462 4.6833 -1.0520  -0.32
C 4.2741 4.9823 0.2902  -1.50
C 3.3751 4.2547 1.0550  0.10
C 2.6387 3.2369 0.4692  -0.68
P 1.4648 2.1446 1.3598  1.88
C 0.4558 3.4081 2.2146  0.80
C 0.2382 3.4668 3.5854  -0.38
C -0.6656 4.3817 4.1095  -0.69
C -1.3555 5.2443 3.2738  -0.59
C -1.1312 5.2012 1.9043  -0.70
C -0.2384 4.2849 1.3794  -0.54
C 2.4762 1.4282 2.7027  0.58
C 1.7872 0.5775 3.5743  -0.68
C 2.4550 -0.0869 4.5888  -0.88
C 3.8262 0.0737 4.7358  -0.65
C 4.5222 0.8887 3.8573  -0.73
C 3.8549 1.5588 2.8403  -0.89
C 2.7931 2.9917 -0.9001  -0.75
O 1.9672 2.0293 -1.4028  -0.17
C 2.0654 1.6572 -2.7091  -0.06
C 1.1810 0.6436 -3.0979  -0.08
C 1.2662 0.1510 -4.3913  -0.31
C 2.1803 0.6924 -5.2818  -1.54
C 3.0173 1.7196 -4.8803  -0.38
C 2.9871 2.2206 -3.5829  0.38
P -0.0277 0.0666 -1.8321  1.02
C -0.0872 -1.7262 -2.1799  0.29
C 1.1137 -2.4243 -2.3188  -0.55
C 1.1167 -3.8046 -2.4405  -0.83
C -0.0800 -4.5067 -2.4095  -0.56
C -1.2761 -3.8238 -2.2502  -0.70
C -1.2817 -2.4420 -2.1261  -0.50
C -1.6159 0.6597 -2.5298  0.44
C -2.0996 0.2932 -3.7858  0.09
C -3.3272 0.7579 -4.2248  -0.86
C -4.0925 1.5898 -3.4163  -0.58
C -3.6221 1.9520 -2.1649  -0.85
C -2.3883 1.4931 -1.7217  0.00
H 4.3350 5.3954 -3.7402  0.39
H 2.6323 4.9316 -3.8655  0.38
H 3.7973 4.3623 -5.0682  0.39
H 6.0761 3.6668 -3.0383  0.40
H 5.5785 2.6377 -4.3854  0.39
H 5.5838 1.9946 -2.7375  0.38
H 5.1679 5.2531 -1.6241  0.40
H 4.8502 5.7787 0.7427  0.39
H 3.2391 4.4698 2.1079  0.59
H 0.7631 2.7983 4.2535  0.42
H -0.8384 4.4124 5.1779  0.43
H -2.0746 5.9407 3.6854  0.39
H -1.6662 5.8745 1.2463  0.43
H -0.0808 4.2299 0.3068  0.26
H 0.7200 0.4346 3.4367  0.52
H 1.9089 -0.7349 5.2627  0.46
H 4.3513 -0.4485 5.5251  0.38
H 5.5942 1.0010 3.9605  0.42
H 4.4146 2.1740 2.1492  0.39
H 0.6336 -0.6710 -4.6973  0.39
H 2.2383 0.3110 -6.2928  0.41
H 3.7184 2.1308 -5.5957  0.41
H 2.0486 -1.8755 -2.3312  0.45
H 2.0550 -4.3330 -2.5536  0.40
H -0.0804 -5.5854 -2.4989  0.42
H -2.2063 -4.3762 -2.2157  0.43
H -2.2184 -1.9170 -1.9838  0.47
H -1.5291 -0.3715 -4.4207  0.24
H -3.6970 0.4631 -5.1990  0.41
H -5.0548 1.9438 -3.7630  0.39
H -4.2177 2.5889 -1.5233  0.47
H -2.0327 1.7606 -0.7327  0.25
C -2.7297 -7.5961 -0.9062  -1.01
O -3.2964 -6.3045 -0.9148  -0.40
C -3.5915 -5.7419 0.2925  0.66
C -3.3959 -6.3615 1.5206  -0.54
C -3.7606 -5.7086 2.6900  -0.57
C -4.2602 -4.4109 2.6629  -0.23
C -4.4591 -3.8005 1.4190  0.08
C -4.1425 -4.4635 0.2534  -0.32
N -4.6932 -3.8227 3.8685  -0.64
N -4.4887 -2.6332 4.1870  -0.44
C -3.5895 -1.7631 3.5623  -0.18
C -4.0280 -0.4430 3.4812  -0.33
C -3.3464 0.5335 2.7771  -1.19
C -2.1454 0.2491 2.1063  0.42
O -1.5034 1.1096 1.4151  -0.57
C -1.6327 -1.1083 2.2386  0.54
N -0.4597 -1.3689 1.6123  0.28
C 0.0942 -2.5521 1.7515  -0.55
C -0.4139 -3.5195 2.6255  -1.28
C -1.5907 -3.2685 3.2817  -0.56
C -2.3041 -2.0785 3.0216  0.68
H -2.5626 -7.8567 -1.9484  0.24
H -3.4025 -8.3327 -0.4572  0.41
H -1.7756 -7.6119 -0.3705  0.37
H -2.9655 -7.3513 1.5861  0.44
H -3.6293 -6.1976 3.6474  0.44
H -4.8881 -2.8071 1.3776  0.41
H -4.3114 -3.9972 -0.7087  0.50
H -4.9831 -0.2164 3.9396  0.41
H -3.7269 1.5444 2.7052  0.51
H 1.0049 -2.7302 1.1895  0.54
H 0.1295 -4.4400 2.7897  0.47
H -1.9493 -3.9665 4.0214  0.65

Cartesian forces, eV/Å:
Li 0.38 -0.15 -0.14
C -0.02 -0.05 0.06
C 0.05 0.06 -0.06
C -0.07 0.00 0.02
C -0.10 -0.15 -0.14
C -0.03 0.01 0.05
C 0.06 0.09 0.07
C -0.03 -0.02 -0.09
C -0.15 -0.37 -0.23
P 0.29 0.44 0.48
C -0.11 0.06 -0.02
C 0.05 0.01 -0.08
C -0.05 0.03 0.04
C -0.01 -0.01 0.04
C -0.03 0.03 -0.06
C 0.03 -0.06 0.05
C 0.00 -0.15 -0.03
C 0.05 0.04 -0.08
C -0.04 0.01 0.05
C 0.01 -0.02 0.00
C 0.05 -0.03 0.02
C -0.07 0.02 0.02
C 0.17 0.19 0.28
O 0.08 0.11 -0.10
C 0.00 -0.20 -0.30
C 0.08 0.07 0.37
C 0.04 0.08 0.05
C -0.02 -0.05 -0.11
C -0.04 -0.04 0.00
C 0.00 0.09 0.17
P -0.27 -0.19 -0.61
C 0.09 -0.07 0.07
C -0.07 0.05 0.00
C 0.05 -0.02 0.03
C 0.00 0.00 0.01
C -0.08 -0.06 0.01
C 0.06 0.06 -0.01
C -0.04 0.02 0.15
C -0.03 0.03 0.00
C -0.01 -0.04 -0.09
C 0.06 0.00 0.05
C -0.09 0.09 -0.01
C 0.12 -0.05 -0.01
H 0.00 0.01 -0.02
H 0.00 0.02 -0.02
H 0.02 0.01 -0.01
H 0.01 0.00 -0.02
H 0.01 0.01 0.00
H 0.02 0.00 -0.01
H 0.00 -0.02 -0.03
H 0.00 0.00 -0.01
H 0.01 0.02 0.00
H 0.02 -0.01 0.01
H 0.02 -0.01 0.00
H 0.03 0.03 0.00
H 0.00 -0.01 -0.01
H -0.05 0.05 -0.01
H -0.01 -0.04 0.07
H -0.02 0.00 -0.02
H 0.00 0.01 0.00
H 0.00 0.00 -0.02
H 0.01 0.03 0.01
H -0.01 0.00 -0.01
H 0.02 0.01 0.00
H 0.02 0.02 0.02
H 0.03 -0.05 -0.04
H 0.00 0.00 0.00
H 0.00 -0.01 -0.02
H 0.00 0.01 0.04
H -0.02 -0.01 -0.02
H 0.02 -0.01 0.00
H 0.02 0.00 0.00
H -0.01 0.01 0.01
H 0.01 0.00 0.00
H -0.06 -0.01 0.03
C 0.06 -0.09 -0.03
O -0.02 0.05 0.00
C -0.01 0.01 0.14
C 0.07 -0.12 -0.11
C -0.01 0.31 0.09
C 0.48 -0.20 -0.61
C -0.07 0.02 0.15
C 0.02 0.08 -0.05
N -0.37 0.27 0.47
N -0.08 -0.49 0.56
C 0.16 0.59 -0.52
C 0.01 -0.52 0.01
C 0.28 0.13 -0.18
C -0.43 0.08 0.05
O -0.22 0.07 0.08
C -0.21 -0.11 0.32
N 0.08 0.03 -0.17
C 0.12 0.18 -0.06
C -0.14 -0.06 0.13
C 0.15 -0.02 -0.16
C -0.12 0.02 0.01
H 0.02 -0.02 0.01
H -0.01 0.04 0.00
H -0.01 0.02 -0.01
H -0.06 0.00 -0.02
H -0.03 -0.01 0.00
H 0.04 0.01 -0.02
H -0.02 -0.01 -0.02
H 0.02 0.02 0.07
H -0.02 -0.01 0.03
H 0.01 -0.02 0.02
H 0.01 0.01 0.00
H -0.19 -0.12 -0.03

HOMO level   -6.5 eV
Spin multiplicity   1
LUMO energy   0.4 eV
Total energy   -87146.0793 eV


(2)
C55H46BeN7S4 as an isolated structure in a non-equilibrium geometry, computed with the ωB97M-V functional and the def2-TZVPD basis.

Each line ends with the Mulliken charge.
Cartesian coordinates (Å):
Be -0.4261 0.2895 0.3275  -3.34
N 0.6235 -0.0516 1.5103  0.48
S 0.2072 0.2794 2.8618  1.90
N -0.5967 1.7082 3.2240  0.19
S 0.1029 3.0684 2.9911  0.35
N 0.7577 3.3348 1.6203  0.04
S -0.0336 3.0008 0.1797  1.74
N -0.0795 1.6733 -0.4074  0.43
C 0.8907 4.0939 -0.9067  0.14
C 0.6794 3.9098 -2.2629  -0.49
C 1.3652 4.6999 -3.1671  -0.82
C 2.2667 5.6501 -2.7106  -0.58
C 2.4842 5.8109 -1.3507  -0.79
C 1.7930 5.0290 -0.4396  -0.20
C -1.6628 3.7761 0.4181  -0.07
C -1.8306 5.1296 0.1968  -0.24
C -3.0818 5.7000 0.3640  -0.84
C -4.1460 4.9118 0.7731  -0.81
C -3.9647 3.5544 0.9982  -0.76
C -2.7208 2.9730 0.8034  -0.36
C 1.3572 3.3410 4.2532  0.68
C 0.9142 3.1945 5.5589  -1.08
C 1.8197 3.2779 6.6003  -0.81
C 3.1604 3.5084 6.3347  -0.59
C 3.5886 3.6744 5.0282  -0.68
C 2.6877 3.5938 3.9763  -0.08
C -1.0905 4.3668 3.3691  0.63
C -2.3959 4.1341 3.7577  0.49
C -3.2391 5.2159 3.9650  -0.82
C -2.7781 6.5102 3.7931  -0.69
C -1.4631 6.7323 3.4156  -0.77
C -0.6163 5.6592 3.2061  -1.41
C -0.8914 -0.8799 3.6904  0.18
C -0.4515 -2.1869 3.8097  -0.63
C -1.2471 -3.1129 4.4627  -0.90
C -2.4798 -2.7338 4.9749  -0.56
C -2.9217 -1.4293 4.8217  -0.84
C -2.1249 -0.4970 4.1771  -0.08
C 1.7183 0.3173 3.8590  -0.19
C 1.7562 -0.0146 5.1991  -0.48
C 2.9842 -0.0449 5.8433  -1.06
C 4.1448 0.2606 5.1515  -0.70
C 4.0922 0.6064 3.8108  -0.70
C 2.8728 0.6280 3.1607  0.21
H -0.0095 3.1405 -2.5729  0.53
H 1.2000 4.5674 -4.2247  0.47
H 2.8170 6.2512 -3.4185  0.43
H 3.1963 6.5387 -0.9936  0.48
H 1.9540 5.1202 0.6225  0.26
H -0.9869 5.7217 -0.1210  0.54
H -3.2093 6.7548 0.1708  0.47
H -5.1209 5.3552 0.9080  0.44
H -4.7917 2.9434 1.3227  0.64
H -2.5626 1.9105 0.9183  0.81
H -0.1329 3.0076 5.7415  0.47
H 1.4796 3.1605 7.6164  0.45
H 3.8668 3.5635 7.1494  0.45
H 4.6318 3.8580 4.8265  0.49
H 3.0124 3.7125 2.9548  0.46
H -2.7434 3.1230 3.8932  0.38
H -4.2632 5.0489 4.2577  0.50
H -3.4407 7.3463 3.9592  0.42
H -1.0987 7.7387 3.2845  0.47
H 0.4128 5.8072 2.9169  0.34
H 0.5089 -2.4597 3.4002  0.55
H -0.9036 -4.1297 4.5697  0.47
H -3.0984 -3.4602 5.4823  0.44
H -3.8877 -1.1337 5.2024  0.47
H -2.4398 0.5252 4.0512  0.44
H 0.8444 -0.2654 5.7177  0.62
H 3.0261 -0.3211 6.8838  0.46
H 5.0978 0.2160 5.6530  0.46
H 4.9889 0.8594 3.2662  0.18
H 2.7924 0.8573 2.1081  0.64
N 6.7556 -0.8797 0.3197  -0.39
C 5.8662 0.1207 0.2652  0.13
S 6.2272 1.6139 0.8576  -0.35
C 4.5262 -0.1491 -0.2688  0.70
C 3.8374 -1.3185 0.0573  -0.63
C 2.5413 -1.4716 -0.4120  -0.26
N 1.9345 -0.5941 -1.1888  -0.30
C 2.5967 0.5031 -1.5109  -0.59
C 3.8748 0.7937 -1.0618  -0.35
H 7.6723 -0.6802 0.6869  0.23
H 6.5904 -1.7700 -0.1236  0.22
H 4.2755 -2.0710 0.6983  0.34
H 1.9670 -2.3468 -0.1497  0.35
H 2.0794 1.1980 -2.1550  0.45
H 4.3567 1.7274 -1.3180  0.49
N -1.7832 -0.3912 0.1169  1.29
C -2.5410 -1.2385 -0.4111  0.24
C -2.0341 -2.4800 -1.0469  0.45
C -0.8674 -3.0658 -0.5621  -0.08
C -0.3599 -4.2065 -1.1544  -0.77
C -1.0041 -4.7607 -2.2523  -0.47
C -2.1680 -4.1859 -2.7400  -0.85
C -2.6901 -3.0578 -2.1304  -0.22
C -4.0173 -1.0321 -0.4287  -0.01
C -4.8979 -2.0416 -0.0467  -0.10
C -6.2639 -1.8155 -0.0432  -0.78
C -6.7677 -0.5897 -0.4442  -0.44
C -5.9006 0.4174 -0.8332  -0.84
C -4.5333 0.2032 -0.8157  -0.23
H -0.3720 -2.5974 0.2754  0.39
H 0.5413 -4.6697 -0.7709  0.42
H -0.5990 -5.6409 -2.7323  0.38
H -2.6690 -4.6137 -3.5988  0.40
H -3.5942 -2.6017 -2.5082  0.51
H -4.5117 -3.0020 0.2675  0.48
H -6.9433 -2.5960 0.2722  0.41
H -7.8345 -0.4192 -0.4568  0.41
H -6.3015 1.3696 -1.1495  0.45
H -3.8552 0.9909 -1.1084  0.60

Cartesian forces, eV/Å:
Be 0.02 -0.68 -0.65
N -0.15 0.03 -0.04
S 0.75 -0.04 1.29
N -0.21 -0.23 0.13
S 0.04 0.22 0.15
N 0.23 0.09 -0.07
S -0.06 0.63 -0.39
N -0.01 0.56 0.09
C -0.21 -0.05 0.43
C -0.21 -0.14 0.09
C -0.01 -0.04 0.02
C 0.05 -0.02 0.04
C 0.03 0.00 -0.02
C -0.05 0.06 0.21
C 0.50 0.02 -0.22
C 0.13 0.11 -0.09
C 0.13 -0.05 -0.03
C 0.00 -0.09 -0.05
C 0.08 0.03 -0.13
C 0.09 -0.21 -0.12
C 0.00 0.15 -0.19
C -0.21 0.03 -0.01
C -0.15 0.08 -0.07
C -0.05 0.09 -0.11
C -0.06 0.10 0.06
C -0.11 0.14 -0.28
C -0.02 -0.22 0.13
C 0.10 -0.26 0.10
C 0.06 0.06 0.08
C 0.03 -0.10 0.06
C 0.13 -0.08 0.06
C 0.23 0.00 0.01
C 0.05 0.51 0.09
C 0.22 0.01 -0.11
C 0.06 0.03 -0.07
C 0.01 0.03 -0.06
C -0.05 -0.02 -0.04
C -0.07 0.23 0.07
C -0.39 -0.32 -0.09
C -0.05 0.01 -0.01
C -0.14 -0.04 0.01
C 0.00 -0.08 -0.06
C -0.06 -0.09 0.04
C -0.10 -0.14 -0.31
H -0.09 -0.07 -0.20
H 0.00 -0.02 -0.10
H 0.02 0.08 -0.05
H 0.08 0.06 0.01
H 0.07 0.11 0.07
H 0.05 0.20 -0.04
H -0.08 0.07 0.01
H -0.10 0.04 0.02
H -0.13 -0.13 -0.03
H -0.10 -0.27 0.03
H -0.14 -0.07 0.16
H -0.07 -0.02 0.11
H 0.07 0.01 0.04
H 0.11 0.02 -0.09
H 0.08 -0.06 -0.16
H -0.08 -0.15 -0.03
H -0.11 -0.09 0.04
H -0.06 0.05 0.00
H 0.08 0.09 -0.01
H 0.14 0.15 -0.09
H 0.14 -0.14 -0.03
H 0.04 -0.10 0.00
H -0.02 -0.02 0.03
H -0.07 0.02 0.02
H -0.14 0.07 0.05
H -0.10 -0.04 0.17
H 0.03 -0.04 0.17
H 0.13 0.02 0.12
H 0.10 0.00 -0.07
H 0.10 0.04 -0.15
N -0.30 -0.17 -0.20
C 0.62 0.24 0.42
S 0.14 0.35 0.11
C -0.63 -0.38 -0.20
C 0.13 0.21 -0.11
C 0.24 -0.22 0.08
N -0.39 -0.18 -0.09
C 0.29 0.31 -0.06
C 0.03 -0.16 0.03
H -0.04 -0.02 0.00
H -0.04 0.08 0.00
H 0.03 -0.03 0.03
H -0.07 -0.17 0.07
H -0.09 0.14 -0.05
H 0.03 -0.05 -0.01
N -0.43 -0.02 -0.10
C 0.19 0.40 0.34
C 0.09 -0.37 -0.20
C -0.12 0.04 -0.12
C 0.07 -0.06 -0.04
C -0.02 -0.08 -0.08
C 0.03 -0.06 -0.07
C 0.12 0.08 0.09
C -0.41 0.02 0.06
C 0.06 0.09 0.00
C -0.11 -0.08 0.07
C -0.10 0.00 0.01
C -0.04 0.07 0.03
C 0.03 -0.12 0.07
H 0.06 0.05 0.14
H 0.01 0.01 0.00
H 0.01 -0.05 0.01
H 0.02 -0.02 0.00
H -0.07 -0.01 -0.03
H 0.06 -0.07 -0.04
H 0.01 -0.05 0.00
H -0.07 0.00 0.00
H 0.02 0.11 -0.06
H 0.14 0.04 -0.05

HOMO level   -9.4 eV
Net charge   +1
Spin multiplicity   1
LUMO energy   -2.5 eV
Total energy   -111945.8013 eV